[1]
ORCA calculation (ωB97M-V/def2-TZVPD) on C29H22BiCl3N9O6S2 as an isolated structure.

Last column: Mulliken charge in e.
Cartesian coordinates (Å):
Bi (1.19073, -0.17102, 0.47156)  2.69
Cl (0.82036, -2.43754, -1.81846)  -0.20
C (0.25947, -3.87948, -1.03812)  0.75
C (0.20146, -5.02369, -1.81620)  -0.79
C (-0.23329, -6.21490, -1.26212)  -0.33
C (-0.60695, -6.23736, 0.07104)  -0.76
C (-0.53912, -5.08177, 0.82764)  0.23
Cl (-1.04401, -5.21126, 2.49396)  -0.24
C (-0.10054, -3.84472, 0.31806)  -0.32
S (-0.08887, -2.44121, 1.34666)  -0.29
H (0.50194, -4.96614, -2.85308)  0.39
H (-0.27952, -7.11444, -1.86094)  0.34
H (-0.95306, -7.14833, 0.53930)  0.40
N (1.26116, 3.89079, 2.79013)  -0.04
C (1.55456, 4.58640, 1.63536)  -0.87
C (1.51376, 3.67096, 0.62852)  -0.69
N (1.19193, 2.44198, 1.14157)  0.50
C (1.05502, 2.60162, 2.43270)  -0.55
C (0.82039, 1.48300, 3.33503)  0.23
N (0.94519, 0.23464, 2.95614)  0.26
C (0.69913, -0.54122, 4.05842)  -0.65
C (0.42003, 0.26030, 5.11698)  -0.83
N (0.50738, 1.55380, 4.64552)  -0.08
H (1.23759, 4.27361, 3.71725)  0.17
H (1.76205, 5.64073, 1.64467)  0.40
H (1.70033, 3.78688, -0.42396)  0.51
H (0.70237, -1.61549, 3.99362)  0.52
H (0.13658, 0.04017, 6.12927)  0.42
H (0.24550, 2.37983, 5.15153)  0.20
N (-7.32345, -1.76279, 0.29856)  -0.61
C (-6.15804, -1.07336, 0.65625)  1.16
C (-5.01710, -1.77637, 1.04586)  -0.75
C (-3.87644, -1.09872, 1.43276)  -0.54
C (-3.86773, 0.29208, 1.43202)  -0.71
C (-4.99085, 1.00068, 1.04303)  -0.08
C (-6.13746, 0.31951, 0.66579)  -0.83
S (-2.37943, 1.10999, 1.89991)  1.59
O (-2.65720, 2.52413, 1.99902)  -0.80
O (-1.91203, 0.44540, 3.09433)  -0.77
N (-1.32219, 0.74549, 0.75016)  0.11
C (-1.51440, 1.15162, -0.52569)  0.21
N (-2.54032, 1.93245, -0.91200)  -0.45
C (-2.53657, 2.32624, -2.17465)  -0.37
C (-1.54227, 1.99797, -3.08429)  -1.03
C (-0.55401, 1.15383, -2.60845)  -0.09
N (-0.55647, 0.69521, -1.37062)  0.10
H (-7.16505, -2.70257, -0.02804)  0.23
H (-7.93610, -1.25313, -0.31749)  0.22
H (-5.02515, -2.86055, 1.03941)  0.31
H (-2.98131, -1.63829, 1.71963)  0.36
H (-4.94796, 2.08058, 1.02879)  0.47
H (-7.02258, 0.86892, 0.36452)  0.27
H (-3.37443, 2.94964, -2.47704)  0.39
H (-1.54485, 2.36188, -4.10058)  0.40
H (0.25986, 0.81459, -3.24032)  0.45
O (3.45634, 0.62036, 1.41744)  -0.33
N (3.87968, -0.51594, 1.66183)  0.14
O (3.06965, -1.42680, 1.36160)  -0.46
Cl (7.83461, 1.40451, -5.46282)  -0.25
C (6.43532, 1.27121, -4.41895)  0.47
C (5.58587, 2.35684, -4.28887)  -0.72
C (4.48064, 2.24199, -3.45972)  -0.13
C (4.22384, 1.05988, -2.77712)  -0.11
C (5.09249, -0.01450, -2.92328)  -0.23
C (6.20650, 0.08491, -3.74404)  -0.73
C (3.00777, 0.95460, -1.88093)  0.48
O (2.33168, 1.97225, -1.68360)  -0.61
O (2.77702, -0.20085, -1.40742)  -0.79
H (5.79296, 3.27115, -4.82782)  0.40
H (3.79688, 3.06947, -3.32564)  0.45
H (4.87926, -0.92614, -2.38153)  0.46
H (6.89144, -0.74348, -3.86204)  0.40

Output
E_tot: -4454.27222 hartree
spin multiplicity: 1
highest occupied orbital energy: -5.0 eV
relative energy (zero: lowest compared OMol25 entry of this formula, charge and spin): 1.7 kcal/mol
net charge: -1
frontier orbital gap: 7.159 eV



[2]
ORCA calculation (ωB97M-V/def2-TZVPD) on C40H40BIrN8S as an isolated structure at a distorted geometry.

Last column: Mulliken spin population.
Cartesian coordinates (Å):
Ir (0.01177, -0.33869, -0.35663)  2.40
C (-4.97673, 1.80611, 0.90037)  0.00
C (-3.68063, 1.78901, 0.17337)  0.00
C (-3.24193, 2.67271, -0.79203)  0.00
C (-1.94103, 2.26561, -1.12103)  0.00
N (-1.63483, 1.19451, -0.37723)  0.11
N (-2.69063, 0.90201, 0.39987)  -0.04
B (-2.78453, -0.37419, 1.26067)  0.02
N (-1.65173, -0.44079, 2.29487)  -0.07
N (-0.36553, -0.58569, 1.95017)  0.17
C (0.34567, -0.73369, 3.07267)  -0.01
C (-0.52393, -0.68769, 4.16977)  0.00
C (-1.78063, -0.49399, 3.63627)  0.00
C (-3.05563, -0.29969, 4.37237)  0.00
C (1.79807, -0.81339, 3.13347)  0.01
C (2.46817, -0.45889, 4.30587)  0.00
C (3.84867, -0.45079, 4.35037)  0.00
C (4.58677, -0.78259, 3.22417)  0.00
C (3.92857, -1.15999, 2.06487)  0.01
C (2.54777, -1.19629, 2.02597)  0.02
N (-2.69783, -1.61539, 0.35417)  -0.03
N (-1.61783, -1.94769, -0.37243)  0.13
C (-1.89833, -3.07069, -1.04753)  -0.04
C (-3.20483, -3.46529, -0.72623)  0.01
C (-3.67553, -2.52299, 0.16077)  -0.01
C (-5.00123, -2.50169, 0.83227)  0.00
C (-0.98943, -3.74529, -1.96413)  -0.05
C (-1.29143, -5.01039, -2.47063)  0.00
C (-0.43273, -5.62989, -3.35893)  0.00
C (0.73487, -5.00129, -3.75863)  0.00
C (1.04487, -3.74489, -3.26513)  0.02
C (0.18917, -3.12919, -2.37403)  -0.08
C (-1.05063, 2.91631, -2.07483)  -0.05
C (-1.26013, 4.25361, -2.41533)  0.01
C (-0.41783, 4.89051, -3.30603)  0.00
C (0.64937, 4.20841, -3.86883)  0.00
C (0.86727, 2.88141, -3.54193)  0.02
C (0.02197, 2.24381, -2.65663)  0.07
H (-5.53803, 2.69361, 0.61977)  0.00
H (-4.80953, 1.82061, 1.97597)  0.00
H (-5.57093, 0.92591, 0.66237)  0.00
H (-3.79873, 3.47111, -1.23513)  0.00
H (-3.81623, -0.38039, 1.82137)  0.00
H (-0.27993, -0.81329, 5.20437)  0.00
H (-2.85443, -0.27219, 5.44097)  0.00
H (-3.76083, -1.10309, 4.16757)  0.00
H (-3.51673, 0.64101, 4.07597)  0.00
H (1.91007, -0.16209, 5.18067)  0.00
H (4.34667, -0.17469, 5.26777)  0.00
H (5.66657, -0.74499, 3.24967)  0.00
H (4.49607, -1.42559, 1.18537)  0.00
H (2.03137, -1.51209, 1.12947)  -0.01
H (-3.74783, -4.30929, -1.09673)  0.00
H (-5.57233, -3.37639, 0.53217)  0.00
H (-5.56163, -1.60909, 0.56347)  0.00
H (-4.88033, -2.51769, 1.91347)  0.00
H (-2.19623, -5.51679, -2.16973)  0.00
H (-0.67773, -6.60849, -3.74693)  0.00
H (1.39937, -5.48889, -4.45563)  0.00
H (1.94517, -3.24419, -3.58743)  0.00
H (0.40197, -2.13429, -1.98253)  0.21
H (-2.07013, 4.80431, -1.96113)  0.00
H (-0.58853, 5.92701, -3.55823)  0.00
H (1.31357, 4.71371, -4.55323)  0.00
H (1.69537, 2.34081, -3.97393)  0.00
H (0.19897, 1.20511, -2.39603)  0.02
S (-1.71963, -0.54539, -3.14673)  0.79
C (-0.68513, -0.40149, -4.39913)  -0.10
N (0.03167, -0.29409, -5.30033)  0.30
C (3.51227, 2.87681, 1.68597)  0.00
N (2.17477, 2.87861, 1.15307)  0.00
C (1.19777, 2.38151, 2.08737)  0.03
C (2.01247, 2.50271, -0.23623)  0.16
C (2.74207, 1.26281, -0.73793)  -0.18
C (4.07117, 1.42791, -1.11713)  0.00
C (4.81377, 0.38181, -1.62343)  0.01
C (4.21317, -0.85269, -1.77013)  -0.01
C (2.88697, -1.02339, -1.41163)  -0.11
C (2.10717, 0.02021, -0.89873)  0.42
H (3.51057, 3.40371, 2.64167)  0.00
H (4.17607, 3.40331, 1.00407)  0.00
H (3.89967, 1.85841, 1.84897)  0.00
H (0.91697, 3.17831, 2.78257)  0.00
H (1.58537, 1.53851, 2.66667)  -0.01
H (0.30177, 2.06331, 1.55777)  0.00
H (2.35287, 3.35161, -0.84273)  0.00
H (0.94117, 2.37851, -0.39903)  -0.14
H (4.52427, 2.40511, -1.02723)  0.00
H (5.84597, 0.53031, -1.91003)  0.00
H (4.77027, -1.68349, -2.17653)  0.00
H (2.47437, -2.01519, -1.53913)  0.01

Output
E_tot: -2513.63799 hartree
spin multiplicity: 5
highest occupied orbital energy (spin up / spin down): -7.5 / -7.5 eV
relative energy (zero: lowest compared OMol25 entry of this formula, charge and spin): 22.3 kcal/mol
frontier orbital gap (spin up / spin down): 7.878 / 4.344 eV



[3]
ORCA calculation (ωB97M-V/def2-TZVPD) on C44H36F12N9O4Ta as an isolated structure at a distorted geometry.

Last column: Mulliken charge in e.
Cartesian coordinates (Å):
Ta (12.68636, 14.14566, 12.39120)  1.72
O (9.25304, 13.59046, 9.86820)  -0.74
C (10.01449, 14.02226, 10.73443)  -0.39
N (11.39699, 14.25762, 10.59999)  0.10
C (11.96844, 14.76030, 9.44593)  0.67
C (11.32407, 14.85355, 8.20011)  -0.64
C (11.94196, 15.54284, 7.16976)  -0.85
C (13.23770, 16.02888, 7.31099)  -0.90
C (13.90416, 15.87961, 8.49701)  -0.45
C (13.25339, 15.36533, 9.64476)  0.13
N (13.62979, 15.61370, 10.95251)  0.26
C (14.38492, 16.77862, 11.16522)  -0.59
O (15.50748, 17.02354, 10.72556)  -0.69
C (13.76487, 17.92048, 11.96121)  0.45
C (14.48623, 19.14972, 11.97607)  -0.76
C (14.02230, 20.28285, 12.56814)  -0.46
C (12.76734, 20.15907, 13.17962)  -0.72
C (12.06628, 18.96175, 13.06095)  -0.22
N (12.55237, 17.82526, 12.49306)  0.00
C (9.61225, 14.30604, 12.12266)  0.79
C (8.30553, 14.09773, 12.61169)  -0.48
C (8.00101, 14.35266, 13.96469)  -0.71
C (8.99946, 14.97909, 14.73154)  -0.70
C (10.22496, 15.24565, 14.16998)  -0.20
N (10.55975, 14.84107, 12.93091)  0.12
H (10.35370, 14.41315, 8.06236)  0.58
H (11.43130, 15.69366, 6.22808)  0.37
H (13.72027, 16.61520, 6.49381)  0.33
H (14.88998, 16.25828, 8.63711)  0.64
H (15.43011, 19.14127, 11.42449)  0.40
H (14.65266, 21.16462, 12.63813)  0.43
H (12.25998, 21.03267, 13.62654)  0.37
H (11.04945, 18.86753, 13.45540)  0.42
H (7.54784, 13.70228, 11.93425)  0.51
H (7.04445, 14.07193, 14.37504)  0.46
H (8.79678, 15.23718, 15.78970)  0.43
H (10.97795, 15.85304, 14.69586)  0.37
C (18.77635, 15.91451, 14.65120)  -1.60
C (17.52806, 15.35008, 14.06568)  0.99
C (17.40814, 14.94651, 12.71733)  -0.63
C (16.32727, 14.17155, 12.31123)  0.22
C (15.25516, 13.92102, 13.21689)  -1.16
N (14.24099, 12.97740, 12.82091)  1.23
C (14.30607, 11.55015, 12.96326)  0.80
C (15.58136, 11.03280, 13.20418)  -0.46
C (15.79199, 9.64958, 13.33246)  -1.39
C (14.73978, 8.73180, 13.23620)  0.55
C (14.91861, 7.25272, 13.41502)  -1.64
C (13.44051, 9.25497, 13.07857)  -0.93
C (13.21727, 10.63860, 12.86614)  -0.41
C (11.78683, 11.11760, 12.68143)  0.99
O (11.77551, 12.52287, 12.51447)  -0.32
C (11.15516, 10.50891, 11.33990)  0.31
F (11.77570, 11.03997, 10.26513)  0.01
F (11.22643, 9.14053, 11.23816)  -0.32
F (9.86098, 10.78173, 11.19965)  -0.28
C (10.83755, 10.82922, 13.90583)  0.72
F (10.26668, 9.61728, 13.85156)  -0.30
F (9.86873, 11.72500, 14.02013)  -0.05
F (11.59639, 10.83193, 15.04519)  -0.26
C (15.25947, 14.53091, 14.49522)  -0.54
C (16.46522, 15.11661, 14.95378)  -1.17
C (13.92086, 14.74670, 15.14246)  1.52
O (12.92092, 14.76494, 14.16139)  -0.21
C (13.85799, 16.16322, 15.81683)  0.29
F (12.61726, 16.49606, 16.25155)  -0.28
F (14.71319, 16.32688, 16.89282)  -0.29
F (14.19196, 17.09357, 14.86069)  -0.12
C (13.56912, 13.72382, 16.22529)  0.79
F (13.66736, 14.16368, 17.49577)  -0.30
F (14.40451, 12.63742, 16.10090)  -0.25
F (12.28700, 13.32566, 16.04440)  -0.15
H (19.43775, 15.09663, 14.99888)  0.26
H (18.53969, 16.57296, 15.50352)  0.39
H (19.25214, 16.48523, 13.85114)  0.41
H (18.19327, 15.28156, 12.02073)  0.36
H (16.24001, 13.76950, 11.26498)  0.04
H (16.39119, 11.73535, 13.29585)  0.54
H (16.79378, 9.27736, 13.56074)  0.36
H (15.97264, 7.03510, 13.29368)  0.42
H (14.37383, 6.64040, 12.71339)  0.38
H (14.62442, 6.89180, 14.40682)  0.31
H (12.55447, 8.58498, 12.99054)  0.48
H (16.56753, 15.47784, 15.95379)  0.56
C (13.70214, 11.75552, 7.65626)  -0.48
N (14.11769, 10.84187, 6.54734)  0.00
C (15.29106, 11.47635, 5.89829)  -0.79
N (16.43094, 11.73542, 6.80761)  0.01
C (15.91574, 12.61725, 7.85675)  -0.77
N (14.77698, 12.05344, 8.64642)  0.78
C (15.21907, 10.74116, 9.20832)  -0.41
N (15.67566, 9.77387, 8.18021)  0.05
C (14.59407, 9.57152, 7.19959)  -0.68
C (16.79714, 10.45146, 7.46692)  -0.78
H (12.92402, 11.26217, 8.23732)  0.00
H (13.38011, 12.69236, 7.19253)  0.27
H (14.94528, 12.37973, 5.39475)  0.35
H (15.60705, 10.72561, 5.16410)  0.39
H (15.65258, 13.55052, 7.40039)  0.31
H (16.73760, 12.81229, 8.58022)  0.22
H (14.41500, 10.28848, 9.77347)  0.04
H (16.06648, 10.90647, 9.87532)  0.16
H (13.72288, 9.12955, 7.70257)  0.34
H (14.93742, 8.86208, 6.46275)  0.34
H (17.17404, 9.75696, 6.71005)  0.35
H (17.60591, 10.71779, 8.16277)  0.39

Output
E_tot: -3747.65596 hartree
spin multiplicity: 1
highest occupied orbital energy: -7.1 eV
frontier orbital gap: 6.123 eV



[4]
ORCA calculation (ωB97M-V/def2-TZVPD) on C4H14N2S2 as an isolated structure at a distorted geometry.

Last column: Mulliken charge in e.
Cartesian coordinates (Å):
C (-1.86280, 0.45916, 1.86001)  -0.72
C (-2.37852, -0.18050, 0.58946)  -0.56
S (-1.40904, -1.56761, -0.05980)  -0.54
N (-0.58512, 1.18978, 1.68459)  -0.61
H (-1.71013, -0.31105, 2.60162)  0.31
H (-2.63038, 1.12845, 2.22531)  0.40
H (-2.50237, 0.59121, -0.17825)  0.29
H (-3.36710, -0.56930, 0.81204)  0.32
H (-0.31496, 1.56187, 2.57314)  0.24
H (-0.75171, 1.99606, 1.11077)  0.24
C (1.49654, 0.21662, -0.95343)  -0.44
C (1.87061, -0.94616, -1.83563)  -0.63
S (2.32949, -0.42138, -3.50345)  -0.22
N (1.16434, -0.26518, 0.40107)  -0.22
H (0.58547, 0.67402, -1.32590)  0.27
H (2.27785, 0.97593, -0.92296)  0.39
H (1.04191, -1.65680, -1.86588)  0.33
H (2.73629, -1.46826, -1.44672)  0.34
H (1.08507, -0.18513, -3.92270)  0.13
H (1.92593, -0.76005, 0.85961)  0.33
H (0.21481, -0.94465, 0.29649)  -0.04
H (0.78383, 0.48300, 1.00061)  0.40

Output
E_tot: -1066.64850 hartree
spin multiplicity: 1
highest occupied orbital energy: -7.1 eV
relative energy (zero: lowest compared OMol25 entry of this formula, charge and spin): 16.0 kcal/mol
frontier orbital gap: 7.719 eV